# 1
{"formula": "C19H47BClIrNP2", "method": "the ωB97M-V functional and the def2-TZVPD basis", "e_homo_ev": [-0.800, -2.946], "spin_multiplicity": 5, "charge": -1, "e_above_lowest_kj_mol": 177.0, "fmax_ev_per_a": 5.74, "mol_weight_da": 590.02, "total_energy_ha": -2078.72900, "symbols": ["Ir", "Cl", "P", "C", "C", "C", "C", "H", "C", "H", "H", "H", "H", "H", "H", "H", "C", "C", "H", "H", "H", "H", "H", "H", "C", "H", "C", "H", "H", "H", "H", "H", "H", "H", "H", "P", "C", "C", "C", "C", "H", "C", "H", "H", "H", "H", "H", "H", "H", "C", "C", "H", "H", "H", "H", "H", "H", "C", "H", "C", "H", "H", "H", "H", "H", "H", "B", "C", "N", "H", "H", "H"], "coordinates": [[-0.057, -0.921, 0.109], [-0.178, -0.134, -2.119], [-0.448, -2.969, -0.592], [0.735, -3.535, -1.916], [-0.158, -3.789, 1.068], [-2.213, -2.984, -1.163], [2.089, -2.819, -1.967], [0.173, -3.256, -2.826], [0.943, -5.043, -1.873], [1.513, -5.345, -0.982], [1.515, -5.332, -2.760], [-0.002, -5.592, -1.892], [1.976, -1.736, -2.070], [2.661, -3.171, -2.836], [2.691, -3.020, -1.073], [-2.132, -2.384, -2.091], [-3.166, -2.221, -0.233], [-2.711, -4.380, -1.536], [-2.126, -4.790, -2.368], [-3.747, -4.283, -1.877], [-2.676, -5.090, -0.698], [-2.748, -1.269, 0.124], [-3.476, -2.809, 0.638], [-4.072, -1.963, -0.794], [1.214, -3.391, 1.618], [-0.229, -4.860, 0.823], [-1.162, -3.352, 2.130], [2.037, -3.513, 0.915], [1.446, -3.947, 2.528], [1.163, -2.325, 1.885], [-0.875, -2.365, 2.508], [-1.144, -4.047, 2.972], [-2.188, -3.283, 1.780], [1.569, -0.718, 0.039], [-1.357, 0.068, 0.120], [0.472, 3.450, -0.561], [-0.869, 3.780, -1.694], [0.336, 3.844, 1.186], [2.063, 3.070, -1.252], [-2.118, 2.883, -1.543], [-0.435, 3.552, -2.688], [-1.156, 5.283, -1.633], [-1.599, 5.579, -0.669], [-1.831, 5.557, -2.455], [-0.231, 5.866, -1.751], [-1.867, 1.839, -1.770], [-2.900, 3.200, -2.242], [-2.539, 2.901, -0.534], [1.822, 2.480, -2.158], [3.024, 2.187, -0.434], [2.655, 4.417, -1.671], [2.045, 4.882, -2.455], [3.665, 4.258, -2.058], [2.693, 5.142, -0.847], [2.522, 1.321, 0.012], [3.553, 2.745, 0.344], [3.772, 1.783, -1.123], [-1.008, 3.437, 1.798], [0.468, 4.943, 1.101], [1.379, 3.190, 2.097], [-1.860, 3.540, 1.127], [-1.183, 4.041, 2.690], [-0.954, 2.382, 2.116], [1.085, 2.147, 2.308], [1.402, 3.717, 3.054], [2.384, 3.160, 1.690], [0.051, 0.005, 4.549], [0.074, -0.015, 3.048], [0.078, -0.119, 1.872], [1.025, -0.534, 5.011], [-0.936, -0.526, 5.011], [0.059, 1.177, 4.937]], "lowdin_spin": [1.937, 0.397, 0.261, 0.039, 0.064, 0.037, 0.030, 0.002, 0.010, 0.001, 0.003, 0.001, 0.012, 0.001, 0.007, 0.002, 0.061, 0.012, 0.001, 0.003, 0.001, 0.056, 0.001, 0.002, 0.047, 0.011, 0.020, 0.005, 0.004, 0.022, 0.008, 0.002, 0.001, 0.227, 0.273, 0.016, 0.004, 0.001, 0.005, 0.016, 0.002, 0.002, 0.000, 0.000, 0.000, 0.010, 0.001, 0.005, 0.004, 0.021, 0.003, 0.000, 0.000, 0.000, 0.029, 0.001, 0.002, 0.004, 0.001, 0.001, 0.001, 0.000, 0.003, 0.000, 0.000, 0.000, 0.020, 0.096, 0.180, 0.002, 0.004, 0.009]}

---

# 2
{"formula": "C18H24IN2Se2Te2Tl", "method": "the ωB97M-V functional and the def2-TZVPD basis", "e_homo_ev": -0.134, "charge": -2, "fmax_ev_per_a": 0.53, "mol_weight_da": 1012.81, "total_energy_ha": -6619.05668, "symbols": ["Tl", "C", "C", "C", "C", "C", "C", "C", "N", "C", "C", "C", "C", "C", "C", "C", "N", "C", "C", "C", "C", "H", "H", "H", "H", "H", "H", "H", "H", "H", "H", "H", "H", "H", "H", "H", "H", "H", "H", "H", "H", "H", "H", "H", "H", "Se", "Te", "Te", "Se", "I"], "coordinates": [[0.876, 0.149, -0.632], [-5.942, -3.287, 1.291], [-5.146, -3.642, 0.028], [-5.983, -3.310, -1.214], [-4.870, -5.144, 0.038], [-3.858, -2.822, -0.002], [-2.593, -3.387, -0.027], [-1.481, -2.555, -0.058], [-1.560, -1.237, -0.078], [-2.765, -0.674, -0.047], [-3.928, -1.431, -0.007], [-2.803, 0.833, -0.049], [-4.002, 1.532, -0.015], [-3.998, 2.925, -0.017], [-2.762, 3.549, -0.040], [-1.612, 2.770, -0.064], [-1.627, 1.451, -0.078], [-5.323, 3.684, 0.003], [-6.138, 3.307, -1.241], [-6.108, 3.302, 1.264], [-5.116, 5.198, 0.004], [-6.862, -3.878, 1.333], [-6.216, -2.232, 1.308], [-5.358, -3.492, 2.190], [-6.901, -3.904, -1.222], [-5.424, -3.522, -2.126], [-6.262, -2.255, -1.236], [-5.818, -5.688, 0.057], [-4.295, -5.445, 0.916], [-4.321, -5.460, -0.851], [-2.447, -4.458, -0.020], [-0.479, -2.971, -0.062], [-4.894, -0.949, 0.018], [-4.944, 1.005, 0.009], [-2.667, 4.626, -0.040], [-0.631, 3.234, -0.069], [-6.368, 2.241, -1.258], [-5.585, 3.539, -2.153], [-7.083, 3.858, -1.257], [-6.334, 2.235, 1.287], [-7.054, 3.850, 1.298], [-5.538, 3.538, 2.164], [-4.578, 5.532, -0.885], [-4.559, 5.530, 0.882], [-6.088, 5.698, 0.015], [0.157, 0.144, 2.649], [2.093, 0.053, 4.261], [4.397, -0.664, 2.782], [3.619, -1.511, 0.561], [-0.879, 0.137, -3.634]], "nbo_charge": [0.695, -0.594, -0.110, -0.595, -0.605, 0.126, -0.290, 0.082, -0.428, 0.284, -0.311, 0.166, -0.205, 0.021, -0.269, 0.086, -0.401, -0.086, -0.594, -0.593, -0.604, 0.194, 0.207, 0.217, 0.193, 0.220, 0.208, 0.199, 0.213, 0.213, 0.209, 0.211, 0.199, 0.191, 0.208, 0.199, 0.209, 0.220, 0.193, 0.208, 0.194, 0.217, 0.213, 0.212, 0.200, -0.809, -0.107, -0.096, -0.805, -0.909]}

---

# 3
{"formula": "C3H12NS", "method": "the ωB97M-V functional and the def2-TZVPD basis", "e_homo_ev": -12.989, "charge": 1, "e_above_lowest_kj_mol": 33.1, "fmax_ev_per_a": 1.40, "mol_weight_da": 94.20, "total_energy_ha": -574.18034, "symbols": ["C", "N", "H", "H", "H", "H", "H", "H", "C", "C", "S", "H", "H", "H", "H", "H", "H"], "coordinates": [[2.510, -2.332, 0.417], [2.223, -0.990, -0.232], [3.440, -2.729, 0.021], [1.684, -2.996, 0.196], [2.494, -2.173, 1.491], [2.646, -0.224, 0.287], [2.496, -0.995, -1.214], [1.197, -0.866, -0.225], [-1.453, 2.563, 0.255], [-1.700, 1.348, -0.601], [-0.981, -0.199, 0.045], [-1.523, 2.349, 1.312], [-0.481, 3.015, 0.025], [-2.088, 3.400, -0.052], [-1.294, 1.433, -1.604], [-2.756, 1.114, -0.694], [-1.965, -0.591, 0.859]], "nbo_charge": [-0.418, -0.691, 0.242, 0.239, 0.240, 0.445, 0.441, 0.458, -0.633, -0.484, -0.148, 0.225, 0.212, 0.238, 0.228, 0.235, 0.171]}

---

# 4
{"formula": "C3H6N2", "method": "the ωB97M-V functional and the def2-TZVPD basis", "e_homo_ev": -8.410, "charge": 0, "e_above_lowest_kj_mol": 257.7, "fmax_ev_per_a": 5.72, "mol_weight_da": 70.09, "total_energy_ha": -227.32667, "symbols": ["C", "C", "C", "N", "N", "H", "H", "H", "H", "H", "H"], "coordinates": [[-2.381, 0.296, -0.107], [-1.269, -0.446, 0.145], [0.034, 0.224, 0.160], [1.103, -0.545, -0.183], [2.258, 0.243, -0.105], [-3.421, -0.163, -0.031], [-2.165, 1.349, -0.311], [-1.349, -1.571, 0.159], [0.078, 1.293, 0.233], [2.111, 1.135, 0.330], [2.920, -0.375, 0.455]], "nbo_charge": [-0.387, -0.235, -0.040, -0.188, -0.648, 0.216, 0.191, 0.226, 0.166, 0.333, 0.365]}

---

# 5
{"formula": "C3H2CaFO3", "method": "the ωB97M-V functional and the def2-TZVPD basis", "e_homo_ev": -24.874, "charge": 3, "e_above_lowest_kj_mol": 172.3, "fmax_ev_per_a": 6.03, "mol_weight_da": 145.12, "total_energy_ha": -1117.40162, "symbols": ["C", "C", "O", "C", "O", "O", "Ca", "F", "H", "H"], "coordinates": [[0.039, 0.354, 1.257], [0.495, 1.299, 0.184], [0.266, 0.673, -0.960], [-0.216, -0.594, -0.725], [-0.418, -0.738, 0.596], [-0.536, -1.344, -1.584], [-1.263, -3.198, -2.447], [0.796, 0.118, 2.256], [1.440, 1.854, 0.274], [-0.603, 1.575, 1.149]], "nbo_charge": [0.643, 0.222, -0.336, 1.071, -0.380, -0.725, 1.977, -0.148, 0.367, 0.309]}

---

# 6
{"formula": "C5H6I4", "method": "the ωB97M-V functional and the def2-TZVPD basis", "e_homo_ev": -8.717, "charge": 0, "e_above_lowest_kj_mol": 138.5, "fmax_ev_per_a": 3.15, "mol_weight_da": 573.72, "total_energy_ha": -1384.81463, "symbols": ["C", "C", "C", "C", "C", "I", "I", "I", "I", "H", "H", "H", "H", "H", "H"], "coordinates": [[1.190, -0.483, -0.298], [0.565, 0.751, -0.972], [0.448, -0.579, 1.051], [-0.865, 0.870, -0.502], [-0.996, -0.682, 0.742], [-1.402, 2.589, 0.634], [-2.242, 0.610, -2.167], [-2.263, -0.475, 2.444], [-1.470, -2.382, -0.387], [1.093, -1.322, -0.902], [2.249, -0.263, -0.063], [1.126, 1.736, -0.607], [0.787, 0.691, -2.106], [0.939, -1.346, 1.560], [0.840, 0.285, 1.573]], "nbo_charge": [-0.387, -0.573, -0.570, -0.343, -0.367, 0.220, 0.177, 0.227, 0.226, 0.214, 0.220, 0.231, 0.255, 0.235, 0.235]}